# 1
10
Properties=species:S:1:pos:R:3:forces:R:3 method="wB97M-V/def2-TZVPD" relative_energy_kj_mol=10.8 e_tot_ev=-24852.1140 total_charge=0 gap_ev=9.70 spin_multiplicity=1 e_homo_ev=-9.1 lumo_energy_ev=0.5629 smiles=CSS.O max_force_ev_per_a=1.1
C 0.526546 -1.422475 -1.521577 -0.0145 0.9185 -0.5440
S 0.037040 0.335747 -1.364132 -0.2862 -0.0810 0.1222
S -1.693800 0.237705 -0.253892 0.2383 0.0330 -0.0654
H 0.657792 -1.608524 -2.594558 -0.1942 -0.2840 0.3671
H 1.469540 -1.524422 -1.019432 0.4062 -0.3014 0.2664
H -0.239473 -2.017844 -1.049726 -0.0999 -0.3019 -0.1383
H -1.142225 0.274993 0.971794 -0.0432 0.0160 0.0024
O 2.085846 0.306558 4.112709 0.0565 -0.2710 -0.3641
H 2.666292 1.045344 4.313183 0.0566 0.0193 -0.0479
H 2.441666 -0.093687 3.303011 -0.1197 0.2524 0.4016

=====

# 2
130
Properties=species:S:1:pos:R:3:forces:R:3 method="wB97M-V/def2-TZVPD" relative_energy_kj_mol=902.9 e_tot_ev=-89285.1132 total_charge=0 gap_ev=8.53 spin_multiplicity=1 e_homo_ev=-8.6 lumo_energy_ev=-0.0787 max_force_ev_per_a=12.1
C -5.074742 -3.988023 -1.062682 1.4262 7.1089 -7.4322
O -4.698655 -3.846103 -2.231567 -0.5807 -0.3583 -1.2149
N -4.855737 -4.972760 -0.401376 1.8373 -10.9508 4.8869
N -5.474681 -2.992192 -0.348333 -1.9793 2.8610 2.6294
H -5.076118 -5.083309 0.578071 0.0748 -0.2211 -0.3489
H -4.647244 -5.792613 -0.953169 0.2413 -0.1539 0.5222
H -5.845509 -2.155833 -0.776223 -0.0922 -0.1286 0.4093
H -5.776050 -3.432530 0.509216 -0.9012 2.0605 0.4699
C -2.871796 3.351442 -5.283978 2.8488 -4.9500 -0.6548
O -2.366506 2.267455 -5.621976 -0.2979 0.3066 -0.7538
N -3.364216 4.245565 -6.072007 -1.6164 2.4470 -2.3417
N -2.858190 3.686038 -4.037506 -0.4969 1.5159 3.6137
H -3.886350 4.953867 -5.576254 -0.0635 0.2991 -1.2591
H -3.247560 4.147823 -7.070479 -0.4445 0.2513 0.3526
H -2.439679 3.059200 -3.365179 -0.2794 0.3812 0.0234
H -3.182070 4.624624 -3.852461 0.4153 -0.4289 1.0631
C -6.913681 0.501644 -3.455777 2.2091 -2.2240 0.8910
O -6.507950 0.566402 -2.309331 -0.1997 0.5192 0.9077
N -6.636753 -0.565362 -4.212500 -0.0255 -1.9319 -1.4061
N -7.494593 1.467836 -4.110874 -1.8091 3.5467 -0.7758
H -6.100910 -1.345061 -3.858885 -0.2071 0.2375 0.1681
H -6.920637 -0.600531 -5.181145 0.2056 -0.0753 0.2833
H -7.978361 1.410123 -4.995593 0.3162 -0.1452 0.3486
H -7.505320 2.337232 -3.596934 -0.3925 -0.0820 -0.2949
C -1.790525 -8.249729 3.767469 -2.0299 -1.5429 0.5068
O -2.764678 -8.864548 4.134130 -1.1000 -0.9838 0.0957
N -1.387828 -8.161912 2.527220 1.1522 0.3046 -4.2712
N -1.025547 -7.618085 4.605625 2.3401 2.0532 2.9941
H -1.706063 -8.797314 1.809516 -0.2256 0.3093 0.3804
H -0.709892 -7.463348 2.257927 -0.1289 -0.3640 -0.0255
H -0.111396 -7.295777 4.321807 -0.1703 -0.1505 0.4144
H -1.190887 -7.863423 5.571323 0.1917 0.3878 -0.0979
C -4.312385 1.776347 2.874196 0.0369 -3.4899 1.0033
O -4.893547 0.809414 3.428732 0.4604 2.2187 -0.8355
N -4.382401 2.066063 1.569585 -1.3261 -0.1445 -1.5811
N -3.309544 2.483579 3.411158 0.6168 1.0438 1.0130
H -3.789518 2.778990 1.169192 -0.3554 -0.3792 -0.2518
H -4.871101 1.401099 0.987270 0.1424 0.3682 -0.1046
H -2.864606 3.076162 2.724885 0.4746 0.2624 1.0934
H -3.121569 2.489101 4.403498 0.0174 0.0787 -0.4496
C -0.961994 -2.544558 -5.785772 1.2062 -2.2744 -0.4629
O -0.811421 -3.749707 -5.894270 0.2352 -0.5194 -0.0003
N -0.121780 -1.641333 -6.228038 4.6681 1.8335 -2.5886
N -1.918383 -1.946705 -5.178258 -3.6825 0.8230 1.9866
H -0.192440 -0.634069 -6.205526 -0.3842 -0.3660 0.3054
H 0.800038 -1.971189 -6.476127 -0.3311 -0.0187 -0.2481
H -2.481826 -2.573448 -4.621635 -0.6683 0.8963 0.0876
H -1.871316 -0.940738 -5.255205 -1.1426 -0.2566 0.9951
C -4.795856 -4.592653 5.411412 1.7231 1.0564 1.5491
O -5.290430 -5.611975 5.693702 -2.0680 -4.7689 0.8607
N -5.328510 -3.669818 4.709613 -3.8149 3.3273 -4.4899
N -3.690464 -4.116853 5.933393 4.0879 0.2543 2.0007
H -4.849672 -2.823330 4.437078 -0.4680 -0.2037 -0.0227
H -6.197966 -3.940529 4.272724 0.1397 0.5353 -0.1453
H -3.283225 -3.270535 5.561888 0.2250 -0.4208 0.4728
H -3.176066 -4.725208 6.554201 0.1598 0.3437 -0.2589
C -0.995740 5.971901 1.220020 -0.8012 -0.5264 -0.3234
O -1.561754 5.154499 0.539844 -0.5837 -2.0475 -0.2721
N -0.972555 7.219774 0.914540 0.0717 6.0622 -2.1456
N -0.388173 5.842826 2.382249 1.2077 -2.8719 2.5253
H -1.494653 7.630526 0.153751 0.1838 -0.4913 0.0838
H -0.333520 7.836920 1.395025 -0.3782 0.0301 -0.3062
H 0.012938 6.617924 2.890613 -0.1683 -0.6365 -0.0590
H -0.298300 4.879185 2.671084 0.4253 0.3676 0.5544
C 4.672273 0.845028 -5.205012 -1.6075 -3.4914 2.8033
O 4.655730 0.252988 -4.137220 0.7618 -0.4997 1.1459
N 4.863436 2.087465 -5.341129 2.0537 6.1140 0.3091
N 4.269390 0.287199 -6.297631 -1.3227 -2.8362 -4.6530
H 5.398803 2.494851 -4.587788 -0.2988 0.6157 -0.2603
H 4.638160 2.580063 -6.193596 0.3343 0.0414 0.4557
H 3.958564 -0.673733 -6.307628 0.2406 0.2520 0.2060
H 4.517037 0.684548 -7.192559 -0.1519 -0.2269 0.1658
C 2.954973 2.160400 4.603801 -0.0225 -0.6189 0.0474
O 2.454933 1.286120 5.217489 -1.8375 -2.8168 2.1741
N 2.838288 3.432471 4.845493 0.0125 4.0026 0.3849
N 3.680155 1.944135 3.528469 2.2871 -1.5028 -3.5490
H 3.405102 3.940678 4.181760 -0.5249 1.0764 0.8188
H 2.476968 3.815671 5.707307 0.2737 -0.1792 -0.3196
H 4.302705 2.606653 3.088462 -0.3462 -0.1292 0.1462
H 3.668691 1.012444 3.138711 0.1038 0.1500 0.2348
C 4.416556 -2.087342 0.781188 -0.4917 -0.4305 2.6975
O 4.125684 -2.434178 1.937691 0.0332 -0.0178 -1.2582
N 3.921897 -2.518281 -0.362029 -2.6411 -2.2082 -2.0960
N 5.331590 -1.195582 0.488268 2.6229 2.7072 0.3381
H 3.968118 -1.930502 -1.182073 -0.0693 -0.2590 0.1310
H 3.132695 -3.147598 -0.327175 0.1266 0.1304 -0.0116
H 5.477004 -0.957607 -0.482471 0.4130 0.2301 0.5129
H 5.821156 -0.719457 1.232388 -0.0789 -0.1035 -0.3565
C 2.296652 -4.600581 6.392512 1.5776 -1.5171 -0.2534
O 2.076085 -5.077370 7.430190 -1.6923 -2.6521 5.5011
N 3.061059 -5.124051 5.496975 4.0123 -4.6967 -3.8333
N 1.982093 -3.469462 5.979970 -3.4174 8.1058 -1.7671
H 3.174828 -4.762963 4.560612 0.0503 -0.2284 0.3331
H 3.487753 -6.015376 5.705676 -0.1162 0.1943 -0.1813
H 2.418280 -3.157178 5.124219 -0.5812 0.7440 0.5086
H 1.435241 -2.861560 6.572854 0.1957 0.1218 -0.4177
C 0.557361 0.525732 -1.437993 0.2666 0.3487 0.9511
C -0.357116 -0.439361 -0.643711 -0.4169 -0.4501 -0.5535
C -0.408216 -0.212575 0.859913 0.0077 -1.5621 0.2636
O -1.452642 -1.027386 1.524234 0.8353 -1.0640 -0.4329
C -1.203651 -2.496360 1.495853 0.1202 1.0742 -0.3663
N -1.738371 -0.365553 -1.049339 -0.6227 0.6777 -0.7658
H 1.475001 0.731836 -0.887040 0.2610 -0.3404 0.2901
H 0.148003 1.531279 -1.534910 -0.5453 -0.1344 -0.1479
H 0.909092 0.187650 -2.412713 -0.4710 -0.2835 -0.0325
H 0.015549 -1.453138 -0.790310 0.4099 -0.2992 -0.1234
H -0.598763 0.851375 1.000604 -0.2060 -0.1994 0.6993
H 0.518286 -0.595410 1.287848 0.3791 0.6972 0.1788
H -1.259226 -2.921447 0.493698 -0.2556 0.3146 -0.2912
H -1.917904 -3.049209 2.106012 -0.3726 0.7001 0.0719
H -0.231652 -2.823500 1.865040 0.4014 0.6722 0.2439
H -1.942564 -0.708094 -1.977288 0.1512 -0.0639 0.0002
H -2.353820 -0.803798 -0.379068 0.0436 -0.0769 -0.0028
C 4.293960 4.904839 -1.332462 -0.1455 0.6011 -1.5718
C 5.347878 4.412123 -0.398101 -0.1936 0.1943 0.1880
C 6.780655 4.574309 -0.880075 -0.7407 -0.0159 -1.9026
O 6.790266 3.947743 -2.155639 1.5748 -0.5014 -1.0366
C 8.151076 3.763596 -2.600814 -0.4136 0.3609 -0.2362
N 5.120847 5.206944 0.782683 0.5641 -0.6477 1.0336
H 3.377978 5.113083 -0.779559 -0.3265 -1.1267 -0.1553
H 4.259914 4.307704 -2.243708 -0.7120 -0.1812 0.2311
H 4.446187 5.916630 -1.708264 0.9099 0.3112 -0.0249
H 5.153638 3.359826 -0.190658 0.0355 -0.1154 0.1430
H 7.600182 4.175157 -0.282462 -0.2835 -0.1995 0.5911
H 6.983982 5.625558 -1.084133 0.0739 0.4586 0.4359
H 8.266541 3.482745 -3.647654 -0.9367 -0.9169 0.0497
H 8.630773 3.051526 -1.929282 0.3273 0.0481 -0.1793
H 8.711620 4.692599 -2.704949 0.0091 0.5132 1.0386
H 5.863145 4.877281 1.383022 0.1469 0.6999 0.9027
H 5.337954 6.145943 0.480604 0.0983 0.4506 0.4844

=====

# 3
11
Properties=species:S:1:pos:R:3:forces:R:3 method="wB97M-V/def2-TZVPD" relative_energy_kj_mol=218.6 e_tot_ev=-9681.7343 total_charge=+1 gap_ev=8.43 spin_multiplicity=1 e_homo_ev=-14.5 lumo_energy_ev=-6.0898 max_force_ev_per_a=4.2
C 1.655592 1.111921 -0.300791 2.5319 -0.0746 -0.4838
C 0.514410 0.725977 0.233289 0.4135 -0.9851 4.1070
C -0.439125 0.501946 -0.683778 -3.1270 -0.4867 -2.7896
N -3.531745 -1.721617 -0.869325 -1.6323 -2.0665 -1.9708
N -1.890552 -0.821852 0.428016 -0.0015 0.4479 0.4180
N -2.735088 -1.125723 -0.265404 1.1877 0.4783 2.1531
O -1.075465 0.413971 -1.616854 1.0612 0.7266 0.0465
H 2.687118 1.043988 0.249256 -2.1980 0.5968 -1.2268
H 1.503708 1.341133 -1.366931 1.3558 0.2229 0.3790
H 0.307960 0.352789 1.262347 0.3226 0.4433 -0.8669
H -4.368785 -1.413460 -1.342856 0.0861 0.6970 0.2344